[1]
Formula: C17H33AlB3Cl2F6IKNO13S
Source: the Open Molecules 2025 dataset
Level of theory: ωB97M-V with the def2-TZVPD basis set

```
79
Properties=species:S:1:pos:R:3:forces:R:3:lowdin_charge:R:1
C -0.02086 2.66721 -0.42677 -0.55 -0.43 -0.45 -0.136
C -1.19348 2.00254 0.31453 0.43 0.01 0.13 -0.252
C -0.93198 1.55365 1.77893 -1.13 -0.14 -0.18 -0.584
I 0.54785 2.64119 2.83802 -0.14 -0.02 0.05 1.174
B -0.48077 0.08603 1.86073 0.68 -0.13 0.67 -0.692
O -1.06475 -0.95758 2.57823 0.21 -0.31 -1.25 0.286
B -1.08066 -2.07388 1.74642 -0.68 0.30 -0.02 -0.257
O -0.98989 -1.82442 0.34165 1.01 -0.74 0.68 0.264
B 0.27139 -1.30131 0.17298 -0.37 0.29 0.00 -0.628
C 1.43907 -1.60900 -0.82197 -0.11 0.06 -0.14 -0.095
C 1.19924 -1.88360 -2.30399 0.14 -0.41 0.08 -0.156
C 0.34045 -3.14406 -2.45019 -0.40 0.57 -0.11 -0.171
F 0.66703 -4.05408 -1.45301 0.14 -0.15 -0.19 -0.032
O 0.63865 -0.31999 1.07812 0.08 0.39 0.05 0.159
H 0.95275 2.36818 -0.03106 -0.04 0.20 0.12 0.020
H -0.14462 3.74997 -0.42165 0.40 -0.05 0.16 0.081
H -0.04599 2.35809 -1.47356 0.02 0.18 0.06 0.054
H -2.05585 2.67204 0.32520 0.10 -0.05 -0.09 0.117
H -1.49496 1.11505 -0.25673 -0.14 0.05 0.14 0.104
H -1.87383 1.63934 2.32538 0.24 0.20 0.17 0.091
H -1.07777 -3.19545 2.12168 -0.30 0.10 0.13 0.126
H 1.95962 -0.62156 -0.64799 -0.60 -0.68 -1.32 -0.093
H 2.07061 -2.39593 -0.38598 -0.02 0.05 0.01 0.145
H 0.68274 -1.04285 -2.77205 0.15 -0.07 -0.07 0.117
H 2.15602 -2.05286 -2.80522 -0.12 0.25 0.03 0.071
H 0.48778 -3.58648 -3.43725 0.10 -0.17 0.19 0.128
H -0.72075 -2.90629 -2.34279 0.04 -0.07 0.13 0.123
Al 3.33519 0.10297 0.18200 -0.77 0.07 0.72 1.087
C 8.01704 1.54120 3.79159 -0.05 0.58 -0.33 -0.085
C 6.61651 0.99918 3.84677 0.38 -0.57 0.39 -0.180
O 5.66006 2.05121 4.25772 0.00 0.03 -0.44 0.076
C 5.26791 2.85354 3.32394 -0.06 0.12 0.43 -0.428
O 5.57154 2.86159 2.15273 -0.10 -0.26 -0.61 0.065
C 4.19053 3.83569 3.85575 0.24 -0.06 -0.27 -0.554
F 4.47622 4.39859 5.01478 0.13 -0.12 0.21 0.200
F 3.05379 3.11832 3.99245 0.12 0.13 0.32 -0.017
F 3.96161 4.79946 2.97197 -0.10 0.08 -0.16 0.167
H 8.29165 1.96705 4.75425 0.05 -0.20 0.06 0.090
H 8.70099 0.72874 3.56293 -0.07 -0.15 0.24 0.075
H 8.10928 2.32844 3.03459 0.00 0.02 -0.03 0.066
H 6.57367 0.20358 4.59556 0.20 0.00 0.19 0.086
H 6.29805 0.58424 2.88738 -0.21 0.18 -0.10 0.097
C -4.42284 -1.47313 0.06964 0.03 -0.08 -0.27 -0.910
O -5.12924 -2.02449 0.89718 0.17 -0.09 0.11 0.278
O -3.96723 -2.01280 -0.97315 -0.16 0.21 0.34 0.296
O -4.01763 -0.28722 0.14817 0.01 -0.10 -0.06 0.281
C -1.43245 -4.22332 4.94242 -0.08 0.04 0.18 0.046
N -0.22269 -5.07969 4.80896 -0.09 0.05 -0.06 -0.454
O 0.25508 -5.55669 5.80812 0.05 -0.08 0.19 0.089
O 0.20419 -5.23206 3.68204 0.05 0.03 -0.18 0.051
H -1.70815 -4.16257 5.98802 0.07 -0.04 0.03 0.097
H -1.16824 -3.24798 4.54650 -0.07 0.02 -0.04 0.081
H -2.22241 -4.68025 4.35449 0.03 0.03 -0.08 0.105
C -6.36671 0.89617 -3.99736 -0.09 -0.05 -0.01 -0.217
C -7.84348 1.07628 -3.61989 0.08 -0.03 0.03 -0.211
C -8.37961 -0.29805 -3.20051 -0.12 0.21 -0.07 -0.213
S -6.96905 -1.21489 -2.55405 -0.02 0.42 -0.22 0.668
O -6.70336 -2.33383 -3.41866 -0.01 -0.13 0.11 -0.307
O -7.11206 -1.38442 -1.13016 0.08 -0.16 0.04 -0.315
C -5.74896 0.06069 -2.88137 0.05 0.18 -0.15 -0.239
H -5.85676 1.85206 -4.10587 0.00 0.00 -0.01 0.115
H -6.28900 0.36313 -4.94698 0.03 -0.01 0.00 0.121
H -7.92335 1.77461 -2.78492 0.01 -0.01 0.02 0.117
H -8.42438 1.48522 -4.44459 -0.01 0.00 0.00 0.114
H -9.13349 -0.23055 -2.42073 0.01 -0.13 0.03 0.103
H -8.76973 -0.85699 -4.04845 0.06 -0.09 0.02 0.105
H -4.80771 -0.41043 -3.15317 -0.03 -0.11 0.05 0.103
H -5.62965 0.64400 -1.96834 -0.01 -0.03 0.03 0.101
O 0.51913 3.61094 -3.32807 -0.08 0.11 -0.05 -0.075
H 0.23888 3.94604 -4.18538 0.04 -0.07 -0.07 0.047
H 1.14330 4.27068 -3.01136 0.08 0.01 -0.01 0.044
C 3.99700 0.10037 -4.55387 0.55 0.06 0.29 -0.939
Cl 4.69716 -1.22467 -3.55516 -0.02 -0.20 0.31 0.451
Cl 2.85733 1.04154 -3.54034 -0.09 0.03 0.23 0.484
H 4.86737 0.80349 -4.88587 -0.19 0.58 -0.46 -0.061
H 3.45212 -0.34184 -5.37889 -0.15 -0.10 0.14 0.028
F 5.58922 1.87926 -5.51084 -0.02 -0.31 0.50 -0.646
K 6.04117 1.11380 -0.50600 1.22 0.67 -0.29 0.664
F 8.02514 -0.90016 5.18242 -0.27 0.08 -0.24 -0.710
```
Forces are in eV/Å.

Values from the calculation:
**Molar mass**: 901.8 g/mol
**2S+1**: 1
**LUMO energy**: -0.2199 Ha
**Kohn-Sham gap**: 1.077 eV
**Total energy**: -131502.60354 eV



[2]
Formula: C25H32IrN2O3SiTe
Source: the Open Molecules 2025 dataset
Level of theory: ωB97M-V with the def2-TZVPD basis set

```
65
Properties=species:S:1:pos:R:3:forces:R:3:lowdin_charge:R:1
Ir 0.09248 -0.00084 -0.19212 0.34 -0.01 -0.11 0.662
C -0.27730 6.70573 0.62683 -0.05 0.01 0.01 -0.075
O 1.09765 6.38430 0.51849 0.11 -0.07 -0.06 -0.067
C 1.42354 5.12120 0.16619 -0.12 -0.02 0.03 -0.271
C 2.80526 4.86508 0.06146 0.09 -0.06 -0.02 -0.006
C 3.21705 3.60990 -0.27328 -0.02 0.12 0.03 -0.027
C 2.31420 2.54664 -0.51447 0.01 0.03 0.15 -0.129
C 2.82584 1.26320 -0.90655 0.10 -0.01 -0.21 -0.386
C 4.30490 1.09356 -1.16279 -0.02 -0.03 -0.02 -0.006
O 2.13315 0.24210 -1.07217 -0.17 -0.24 0.14 -0.118
C 0.92163 2.81773 -0.40671 0.09 0.09 -0.16 -0.372
O -0.02572 1.96129 -0.65087 -0.27 -0.27 0.18 -0.300
C 0.50665 4.12263 -0.07075 0.01 0.16 0.00 0.058
H -0.31731 7.76060 0.88350 -0.01 -0.01 0.00 0.092
H -0.75647 6.11797 1.41299 -0.01 0.00 -0.01 0.098
H -0.79545 6.53910 -0.32017 0.00 0.00 0.01 0.096
H 3.50358 5.66702 0.24901 0.02 0.02 0.01 0.116
H 4.27826 3.42814 -0.35772 0.03 -0.01 0.01 0.106
H 4.65809 1.77308 -1.93748 0.00 0.02 -0.01 0.092
H 4.48154 0.06582 -1.46615 0.00 -0.01 -0.01 0.085
H 4.86973 1.30065 -0.25307 0.01 -0.02 0.00 0.092
H -0.55790 4.27826 0.01350 -0.01 0.00 -0.01 0.117
C -3.80768 -2.05242 -3.67358 0.00 0.01 -0.02 -0.094
C -3.55701 -2.82045 -2.54504 0.02 0.01 0.01 -0.097
C -3.09137 -2.21397 -1.38717 -0.04 0.00 0.05 -0.124
C -2.86581 -0.83612 -1.32567 0.05 -0.01 0.04 -0.321
C -3.12223 -0.08451 -2.47474 0.08 0.02 -0.01 -0.111
C -3.59169 -0.68193 -3.63516 0.00 -0.02 -0.05 -0.090
Si -2.16620 -0.01233 0.23267 -0.27 0.00 0.21 0.481
C -2.96014 -0.96074 1.67299 0.07 0.05 -0.06 -0.335
C -2.29654 -1.81440 2.55309 0.02 0.01 -0.01 -0.156
C -2.97129 -2.49614 3.55853 -0.03 -0.01 0.02 -0.089
C -4.33819 -2.33217 3.70732 -0.01 0.00 0.02 -0.094
C -5.02260 -1.48270 2.84789 -0.03 -0.01 0.01 -0.087
C -4.33920 -0.81139 1.84740 -0.04 -0.03 -0.06 -0.111
H -4.17574 -2.51933 -4.57787 -0.01 -0.01 -0.01 0.099
H -3.73369 -3.88869 -2.56473 -0.01 -0.02 0.00 0.102
H -2.93627 -2.82462 -0.50107 -0.02 0.03 -0.01 0.089
H -2.95245 0.98652 -2.45895 -0.01 0.02 0.01 0.099
H -3.79134 -0.07810 -4.51132 0.00 0.00 -0.01 0.101
H -2.78302 1.34620 0.24729 0.09 -0.06 0.05 -0.005
H -1.22150 -1.93064 2.49465 0.08 -0.02 -0.06 0.018
H -2.42442 -3.14401 4.23187 0.01 -0.01 0.00 0.101
H -4.86797 -2.85391 4.49413 0.00 -0.01 0.00 0.100
H -6.08997 -1.34265 2.96103 -0.02 0.00 0.00 0.101
H -4.89004 -0.15536 1.18287 -0.03 0.03 -0.02 0.101
C 1.83915 -4.75511 -1.88702 -0.06 0.01 0.04 -0.043
C 0.94901 -4.22878 -0.76404 -0.02 -0.17 -0.09 -0.632
C 1.46727 -4.71780 0.58770 -0.01 -0.01 -0.04 -0.041
C -0.49763 -4.69326 -0.97988 0.06 -0.03 0.00 -0.042
N 1.08537 -2.76685 -0.81855 0.07 0.11 0.07 -0.043
N 0.26695 -2.08502 0.13608 -0.03 0.22 -0.07 -0.170
H 1.85638 -5.84461 -1.87771 -0.01 -0.01 -0.01 0.086
H 2.85649 -4.38361 -1.76869 0.01 0.00 0.01 0.087
H 1.46498 -4.43417 -2.86132 0.00 0.02 -0.02 0.085
H 1.55640 -5.80408 0.58189 -0.02 -0.02 0.00 0.088
H 0.79035 -4.45448 1.40299 0.00 0.02 0.02 0.076
H 2.44777 -4.28948 0.79465 0.03 0.01 0.00 0.091
H -0.53442 -5.78008 -1.05305 -0.01 -0.04 0.02 0.090
H -0.91008 -4.27405 -1.90046 0.01 -0.01 0.01 0.081
H -1.15165 -4.41110 -0.14916 0.01 -0.06 -0.04 0.069
H 0.82276 -2.41673 -1.73350 -0.01 -0.02 -0.01 0.114
H 0.72382 -2.17899 1.04707 -0.05 0.05 -0.06 -0.003
H -0.64761 -2.53818 0.21168 0.06 0.14 0.01 0.054
Te 0.65286 0.31848 2.22312 -0.07 0.13 0.12 0.520
```
Forces are in eV/Å.

Values from the calculation:
**Molar mass**: 756.4 g/mol
**2S+1**: 2
**⟨S²⟩**: 0.757
**LUMO energy (alpha / beta)**: -0.0155 / -0.0409 Ha
**Kohn-Sham gap (alpha / beta)**: 6.914 / 6.018 eV
**Total energy**: -53576.85225 eV



[3]
Formula: C30H34NO3
Source: the Open Molecules 2025 dataset
Level of theory: ωB97M-V with the def2-TZVPD basis set

```
68
Properties=species:S:1:pos:R:3:forces:R:3:lowdin_charge:R:1
C 2.47114 -1.51261 1.68768 0.56 0.74 -0.75 -0.100
C 1.01574 -1.76170 1.83714 -1.08 -0.76 0.03 -0.191
C 0.16410 -0.85778 2.43126 0.50 -0.29 0.06 -0.114
N -0.68476 -1.08889 3.45868 -0.05 0.44 -0.63 -0.094
C -1.61732 0.00623 3.76455 -0.59 -0.39 -0.33 -0.129
C -2.23579 -0.12885 5.14685 -0.03 -0.40 0.06 -0.180
O -2.63468 -1.47913 5.39416 0.67 0.28 -0.07 -0.131
C -1.51332 -2.36579 5.41616 -0.23 0.40 0.18 -0.174
C -0.78121 -2.41009 4.07323 -0.67 -0.38 -0.27 -0.122
H 3.05563 -2.39853 1.96535 -0.18 0.26 0.09 0.089
H 2.73110 -1.28169 0.64992 0.43 0.02 0.01 0.030
H 2.79389 -0.65669 2.29797 0.01 -0.36 -0.12 0.085
H 0.66215 -2.78068 1.66573 0.26 -0.04 0.87 0.101
H 0.17042 0.17830 2.07185 0.45 0.12 0.72 0.130
H -1.05196 0.94281 3.69814 -0.15 -0.10 -0.04 0.125
H -2.42599 0.02458 3.00878 0.28 0.01 0.25 0.131
H -1.50744 0.23101 5.90049 -0.39 -0.28 -0.04 0.132
H -3.16657 0.45227 5.19092 0.44 0.01 0.11 0.133
H -0.79242 -2.07103 6.20628 -0.44 -0.05 -0.15 0.131
H -1.95600 -3.34399 5.64925 0.45 0.23 -0.04 0.134
H -1.32239 -3.11255 3.40746 0.24 0.34 0.15 0.133
H 0.22924 -2.81198 4.22829 -0.13 0.16 -0.21 0.132
C 3.02543 6.76295 -2.40303 0.06 -0.21 0.22 -0.047
O 3.47973 5.63900 -1.61479 -0.80 -0.61 -0.18 -0.068
C 2.68655 4.53574 -1.54726 -0.09 0.29 -0.23 -0.238
C 3.22283 3.40394 -0.88525 -0.16 0.30 -0.22 0.024
C 2.49897 2.23255 -0.81890 -0.19 0.18 -0.05 -0.004
C 1.19367 2.13755 -1.36861 0.10 0.31 -0.30 -0.170
C 0.45091 0.88512 -1.32790 0.37 -0.43 0.15 -0.070
C 1.16527 -0.34116 -1.24424 0.06 0.75 0.34 -0.043
C 0.65615 -1.56509 -0.84938 -0.80 0.09 -0.91 -0.030
C 1.29938 -2.81693 -1.22148 0.68 -0.63 0.35 -0.215
C 0.57452 -4.03488 -1.22329 0.20 0.36 0.15 -0.022
C 1.21285 -5.24524 -1.48262 0.25 0.10 -0.16 -0.063
C 2.59556 -5.27725 -1.73787 -0.31 0.33 0.20 -0.053
C 3.32331 -4.08071 -1.75393 -0.13 0.04 -0.13 -0.059
C 2.68110 -2.86295 -1.53929 -0.26 -0.15 0.16 -0.024
C -0.99861 0.90046 -1.46625 -0.25 0.00 0.07 -0.185
C -1.78364 1.91574 -0.86055 0.25 -0.06 0.00 -0.024
C -3.15029 1.93554 -0.98933 -0.46 -0.26 -0.34 0.020
C -3.79515 0.97495 -1.80672 -0.12 -0.19 -0.22 -0.240
O -5.14278 1.10175 -1.93775 0.87 -0.31 -0.12 -0.071
C -5.83378 0.23267 -2.85713 0.12 0.13 0.20 -0.049
C -3.03033 -0.03067 -2.44537 -0.55 0.34 0.24 0.009
C -1.65996 -0.06775 -2.24831 0.12 -0.03 0.08 -0.007
C 0.67582 3.28490 -2.02276 -0.02 -0.10 0.15 -0.005
C 1.38953 4.46874 -2.11330 0.55 0.05 0.22 0.009
H 3.82255 7.49779 -2.28677 -0.23 -0.04 -0.11 0.098
H 2.91272 6.48705 -3.46312 0.07 0.01 0.36 0.104
H 2.07524 7.16725 -2.01950 0.36 -0.13 -0.05 0.097
H 4.21553 3.48388 -0.44926 -0.19 -0.02 -0.09 0.128
H 2.92919 1.36954 -0.31312 -0.09 0.23 -0.03 0.114
H 2.23105 -0.27443 -1.47807 -0.43 -0.10 -0.06 0.106
H -0.35420 -1.62597 -0.44011 0.24 0.04 -0.39 0.122
H -0.50312 -4.00089 -1.03400 0.38 -0.09 0.05 0.121
H 0.63967 -6.17373 -1.48654 0.16 0.30 0.00 0.111
H 3.10221 -6.22817 -1.91711 -0.20 0.32 0.07 0.114
H 4.40047 -4.09117 -1.94187 -0.42 -0.03 0.01 0.114
H 3.26045 -1.93797 -1.59257 -0.14 -0.43 0.09 0.108
H -1.29285 2.69320 -0.27286 -0.12 -0.30 -0.07 0.128
H -3.76220 2.69381 -0.50150 0.18 -0.19 -0.14 0.130
H -6.88276 0.49554 -2.71917 0.14 -0.17 -0.14 0.098
H -5.52497 0.42907 -3.89475 -0.05 -0.01 0.32 0.104
H -5.67087 -0.82818 -2.61392 -0.09 0.34 0.01 0.096
H -3.51698 -0.76772 -3.08903 0.27 0.31 0.24 0.112
H -1.07604 -0.83819 -2.75429 -0.13 0.27 0.11 0.127
H -0.30658 3.25039 -2.49527 0.29 -0.11 0.13 0.125
H 0.96090 5.33671 -2.62199 0.17 -0.46 0.17 0.113
```
Forces are in eV/Å.

Values from the calculation:
**Molar mass**: 456.6 g/mol
**2S+1**: 1
**LUMO energy**: -0.1677 Ha
**Kohn-Sham gap**: 5.045 eV
**Total energy**: -39284.94445 eV
**Net charge**: +1



[4]
Formula: C6H5Cl8N
Source: the Open Molecules 2025 dataset
Level of theory: ωB97M-V with the def2-TZVPD basis set

```
20
Properties=species:S:1:pos:R:3:forces:R:3:lowdin_charge:R:1
N -8.62022 9.77783 22.08500 -0.23 -0.40 -0.14 0.008
C -9.51009 8.78248 22.39273 -0.21 -0.04 0.25 -0.143
C -10.52995 9.33234 23.12354 0.10 -0.17 -0.06 -0.115
C -10.26204 10.71529 23.23014 -0.09 0.05 0.12 -0.115
C -9.07885 10.96714 22.58332 -0.41 0.21 0.22 -0.166
H -7.78931 9.58663 21.55921 0.13 0.39 -0.04 0.143
H -9.38036 7.76387 22.06852 0.22 0.04 0.00 0.105
H -11.35852 8.80664 23.56783 -0.04 -0.04 -0.14 0.090
H -10.90348 11.42450 23.72756 0.18 0.15 -0.02 0.092
H -8.61789 11.92969 22.44787 0.34 -0.19 -0.23 0.066
C -4.38696 19.26046 27.24774 0.32 0.86 0.18 -2.052
Cl -5.24545 18.17339 26.20104 0.03 -0.15 -0.04 0.503
Cl -5.36032 20.73588 27.50354 0.08 -0.19 -0.03 0.502
Cl -4.06636 18.51393 28.80823 -0.02 -0.14 0.06 0.528
Cl -2.83325 19.74841 26.51166 -0.26 -0.17 0.05 0.504
C -6.18330 14.49442 25.23150 -0.43 -0.26 0.02 -2.015
Cl -4.50568 13.96192 25.20415 0.01 0.26 0.05 0.536
Cl -6.37956 16.05238 24.39247 -0.02 -0.57 -0.09 0.486
Cl -7.16823 13.24688 24.41933 0.10 0.30 0.11 0.524
Cl -6.75934 14.65135 26.90625 0.21 0.06 -0.27 0.517
```
Forces are in eV/Å.

Values from the calculation:
**Molar mass**: 374.7 g/mol
**Structure (SMILES)**: ClC(Cl)(Cl)Cl.ClC(Cl)(Cl)Cl.c1cc[nH]c1
**2S+1**: 1
**LUMO energy**: 0.0061 Ha
**Kohn-Sham gap**: 8.539 eV
**Total energy**: -107971.44665 eV